Formula: C22H39BClO10SiTi
Source: OMol25
Level of theory: ωB97M-V with the def2-TZVPD basis set

```
75
Properties=species:S:1:pos:R:3:forces:R:3
Ti 0.520 -1.149 0.365 0.0045 0.0458 0.1887
O 1.347 -4.896 0.599 -0.0127 0.0245 0.0307
Cl 1.146 -3.765 -0.216 -0.0063 -0.0683 -0.1134
O 1.287 -4.027 -1.591 0.0036 -0.0386 0.0050
O 2.056 -2.658 0.197 0.0093 0.1700 0.0359
O -0.187 -3.152 0.064 -0.0564 0.1206 0.0006
C 2.726 -1.712 3.732 -0.0297 -0.0058 -0.0263
C 1.241 -1.981 3.927 0.0032 -0.0226 0.0537
C 0.922 -3.456 3.760 -0.0104 0.0135 -0.0154
C 0.766 -1.480 5.284 0.0003 0.0221 -0.0194
O 0.525 -1.286 2.864 0.0394 0.0290 -0.0776
Si -0.015 0.286 2.782 -0.0221 -0.0034 -0.0207
O 0.027 0.443 1.157 0.0702 -0.2362 -0.1525
O -1.504 0.481 3.393 0.0499 -0.0251 0.0226
C -2.756 -0.175 3.108 -0.0327 0.0301 -0.0062
C -2.964 -1.257 4.158 0.0070 0.0081 -0.0033
C -2.768 -0.789 1.712 0.0333 -0.0142 0.0173
C -3.821 0.905 3.221 0.0109 -0.0037 -0.0090
O 1.022 1.243 3.566 -0.0202 -0.0206 0.0002
C 0.924 2.650 3.884 -0.0001 0.0459 0.0128
C 0.147 2.788 5.186 -0.0029 -0.0203 -0.0118
C 0.230 3.391 2.749 0.0051 -0.0252 0.0053
C 2.356 3.133 4.048 -0.0051 -0.0080 -0.0055
H 3.306 -2.234 4.494 0.0040 0.0010 0.0029
H 2.930 -0.643 3.807 0.0017 0.0015 0.0024
H 3.047 -2.071 2.752 0.0104 0.0056 0.0062
H 1.413 -4.036 4.542 0.0028 0.0008 0.0015
H 1.270 -3.821 2.796 -0.0076 -0.0153 0.0051
H -0.154 -3.623 3.830 0.0003 -0.0009 0.0024
H 1.274 -2.034 6.074 0.0009 -0.0091 -0.0052
H -0.308 -1.630 5.399 -0.0120 -0.0028 -0.0013
H 0.991 -0.421 5.411 -0.0039 -0.0040 0.0080
H -2.202 -2.032 4.059 0.0058 -0.0054 0.0098
H -3.943 -1.722 4.035 0.0020 -0.0021 0.0031
H -2.904 -0.829 5.159 0.0020 0.0003 -0.0010
H -2.042 -1.608 1.645 -0.0043 -0.0024 -0.0006
H -2.550 -0.041 0.950 -0.0217 0.0043 -0.0029
H -3.749 -1.220 1.510 -0.0037 0.0012 -0.0088
H -3.785 1.362 4.210 -0.0011 0.0000 -0.0003
H -4.815 0.483 3.065 -0.0010 0.0024 -0.0014
H -3.649 1.680 2.473 -0.0063 0.0020 0.0019
H -0.861 2.389 5.067 0.0010 0.0030 0.0109
H 0.078 3.837 5.478 0.0019 0.0024 -0.0040
H 0.649 2.240 5.985 -0.0029 0.0006 -0.0003
H -0.799 3.044 2.632 -0.0008 0.0060 -0.0025
H 0.760 3.233 1.809 -0.0049 0.0026 -0.0011
H 0.205 4.460 2.960 -0.0025 0.0020 0.0013
H 2.858 2.562 4.830 -0.0005 0.0012 -0.0018
H 2.371 4.188 4.323 0.0015 0.0001 0.0000
H 2.905 3.006 3.115 0.0029 0.0009 0.0047
C 0.734 -0.114 -8.626 -0.0025 -0.0014 0.0020
C -0.263 0.564 -7.676 -0.0011 -0.0059 -0.0034
C -0.439 2.033 -8.086 -0.0019 -0.0039 0.0087
C -1.613 -0.137 -7.824 0.0068 0.0084 0.0050
C 0.271 0.492 -6.243 0.0105 0.0038 0.0003
C 1.499 1.094 -5.943 -0.0067 -0.0017 -0.0052
C 2.060 1.070 -4.671 0.0116 0.0101 0.0094
C 1.347 0.417 -3.691 -0.0344 -0.0188 -0.0190
O 1.652 0.230 -2.366 0.0283 0.0157 0.0056
B 0.592 -0.508 -1.819 0.0040 -0.0127 0.0621
O -0.354 -0.759 -2.822 -0.0289 -0.0155 0.0004
C 0.135 -0.182 -3.969 0.0397 0.0220 0.0066
C -0.428 -0.162 -5.227 -0.0210 -0.0093 -0.0035
H 0.366 -0.070 -9.654 -0.0016 0.0002 0.0010
H 0.873 -1.161 -8.354 0.0032 0.0007 -0.0035
H 1.710 0.372 -8.599 -0.0016 0.0008 0.0012
H -0.821 2.095 -9.108 -0.0006 0.0015 -0.0002
H 0.504 2.578 -8.045 -0.0014 -0.0012 -0.0017
H -1.147 2.534 -7.423 0.0010 0.0047 -0.0049
H -1.950 -0.059 -8.859 0.0005 0.0001 -0.0009
H -2.376 0.320 -7.190 -0.0023 -0.0055 -0.0003
H -1.546 -1.198 -7.575 -0.0043 -0.0004 -0.0008
H 2.043 1.601 -6.730 0.0000 -0.0017 0.0013
H 3.011 1.540 -4.460 -0.0017 -0.0020 -0.0012
H -1.378 -0.645 -5.397 0.0016 -0.0018 0.0005
```
Positions in Å, forces in eV/Å.

⟨S²⟩: 0.75
Relative energy (zero: lowest compared OMol25 entry of this formula, charge and spin) in kJ/mol: 3.62
2S+1: 2
HOMO energy (alpha / beta) in hartree: -0.303 / -0.303
E_LUMO (alpha / beta) in eV: -0.2 / 0.0

Just the Mulliken charges please, in e? Sure, here they are:
1. Ti 0.525
2. O -0.617
3. Cl 1.738
4. O -0.564
5. O -0.562
6. O -0.617
7. C -1.621
8. C 1.448
9. C -1.521
10. C -1.435
11. O 0.697
12. Si -0.329
13. O -0.815
14. O 0.633
15. C 1.923
16. C -1.551
17. C -1.668
18. C -1.834
19. O -0.189
20. C 1.637
21. C -1.475
22. C -1.498
23. C -1.726
24. H 0.481
25. H 0.185
26. H 0.279
27. H 0.481
28. H 0.233
29. H 0.275
30. H 0.536
31. H 0.249
32. H 0.218
33. H 0.133
34. H 0.477
35. H 0.358
36. H 0.126
37. H 0.311
38. H 0.560
39. H 0.367
40. H 0.442
41. H 0.396
42. H 0.101
43. H 0.492
44. H 0.334
45. H 0.136
46. H 0.332
47. H 0.533
48. H 0.330
49. H 0.421
50. H 0.375
51. C -1.595
52. C 2.031
53. C -1.594
54. C -2.099
55. C 0.397
56. C -0.361
57. C -1.802
58. C 0.887
59. O -0.148
60. B 0.198
61. O -0.209
62. C 0.471
63. C -0.826
64. H 0.438
65. H 0.380
66. H 0.326
67. H 0.437
68. H 0.324
69. H 0.381
70. H 0.429
71. H 0.403
72. H 0.402
73. H 0.384
74. H 0.453
75. H 0.555